ORCA calculation (wB97M-V/def2-TZVPD) on one molecule with the formula C5H7NO.

Net charge = 0
Spin multiplicity = 1
Kohn-Sham gap = 8.1 eV
LUMO energy = 0.436 eV
Structure (SMILES) = C/C([O-])=C/C1=C[NH2+]1

```
14
Properties=species:S:1:pos:R:3:forces:R:3
C 2.613408 -0.189876 -0.072213 0.045 -0.026 -0.002
C 1.256392 0.477140 0.096904 0.101 0.154 0.019
C 0.079154 -0.361481 -0.020286 -0.051 0.049 0.019
C -1.134910 0.221691 0.154885 -0.133 0.070 0.043
N -2.523360 -0.313822 -0.032498 -0.251 -0.453 -0.096
C -2.129008 1.070788 0.415742 0.270 0.097 -0.111
O 1.191450 1.682218 0.318922 -0.008 -0.317 -0.063
H 3.131904 0.272945 -0.918451 -0.092 -0.054 0.119
H 2.545571 -1.269231 -0.239228 -0.013 0.176 0.026
H 3.216597 -0.000387 0.821276 -0.102 -0.013 -0.115
H 0.148018 -1.426433 -0.211003 -0.029 0.171 0.030
H -2.928460 -0.946242 0.652602 0.115 0.146 -0.088
H -2.775430 -0.541084 -0.994438 0.075 0.105 0.143
H -2.547776 1.980495 0.019622 0.075 -0.104 0.076
```
Forces are in eV/Å.

Löwdin atomic charges, in units of e: C -0.032; C -0.500; C -0.035; C -0.255; N 0.075; C 0.020; O 0.025; H 0.082; H 0.066; H 0.082; H 0.094; H 0.142; H 0.149; H 0.087